ORCA calculation (wB97M-V/def2-TZVPD) on a single C8H7O2P molecule in a non-equilibrium geometry.

The gap between HOMO and LUMO (spin up / spin down) comes out at 7.371 / 8.104 eV. As for the expectation value of S²: 2.01. Its HOMO energy (spin up / spin down) is -7.28 / -9.85 eV. The spin multiplicity is 3. The LUMO energy (spin up / spin down) comes out at 0.0032 / -0.0641 hartree. For the energy above the lowest of the compared OMol25 structures with the same formula, charge and spin, the calculation gives 104.7 kJ/mol.

Bonds (Å) are listed after each position.
Atoms and positions in Å:
1 C -2.469 -0.920 0.340  C2 1.431, C3 1.429, H12 1.069
2 C -2.583 0.446 -0.069  C1 1.431, C4 1.427, H13 1.025
3 C -1.168 -1.510 0.361  C1 1.429, C5 1.406, H14 1.099
4 C -1.422 1.124 -0.548  C2 1.427, C6 1.366, H15 1.087
5 C -0.066 -0.814 -0.166  C3 1.406, C6 1.353, C7 1.515
6 C -0.227 0.464 -0.581  C4 1.366, C5 1.353
7 C 1.281 -1.492 -0.009  C5 1.515, O9 1.190, O10 1.406
8 C 2.304 0.574 -0.660  O10 1.329, P11 1.757, H16 1.198
9 O 1.424 -2.632 0.303  C7 1.190
10 O 2.407 -0.700 -0.295  C7 1.406, C8 1.329
11 P 2.868 1.866 0.389  C8 1.757, H17 1.392, H18 1.451
12 H -3.348 -1.483 0.571  C1 1.069
13 H -3.471 0.956 -0.033  C2 1.025
14 H -0.998 -2.577 0.568  C3 1.099
15 H -1.401 2.210 -0.563  C4 1.087
16 H 2.476 0.775 -1.828  C8 1.198
17 H 2.867 1.321 1.670  P11 1.392
18 H 1.526 2.393 0.550  P11 1.451